1.
The following is a DFT calculation (ωB97M-V with the def2-TZVPD basis set) of a cluster of 8 separate species, C6H25NO7 in total at a distorted geometry.

XYZ file:
```
39
Properties=species:S:1:pos:R:3
C 1.655 0.079 2.112
N 0.526 0.340 1.551
C -0.598 -0.507 1.621
C -1.747 -0.035 2.098
C -0.439 -1.913 1.056
C -0.216 -1.844 -0.442
C -1.449 -1.405 -1.225
H 2.481 0.743 1.978
H 1.879 -0.803 2.681
H -1.874 0.967 2.512
H -2.697 -0.614 2.123
H -1.295 -2.542 1.304
H 0.413 -2.382 1.586
H 0.134 -2.831 -0.804
H 0.663 -1.134 -0.684
H -2.200 -2.158 -1.224
H -1.878 -0.461 -0.820
H -1.250 -1.170 -2.259
O 1.200 1.442 -2.636
H 1.678 0.653 -2.391
H 0.971 1.969 -1.814
O 2.955 -1.210 0.434
H 2.838 -0.952 -0.456
H 3.754 -1.698 0.447
O 0.106 3.967 1.742
H 0.051 3.659 0.814
H 0.311 3.179 2.242
O 0.004 2.416 -0.446
H -0.804 2.182 -0.936
H 0.164 1.681 0.181
O -1.489 1.338 -2.403
H -0.517 1.285 -2.666
H -1.867 1.931 -3.030
O 2.661 -0.769 -2.209
H 3.424 -0.513 -2.710
H 2.266 -1.495 -2.686
O -3.738 -2.560 0.964
H -3.174 -1.935 0.576
H -3.982 -3.192 0.289
```

Energy above the lowest of the compared OMol25 structures with the same formula, charge and spin: 60.7 kcal per mole
DFT total energy: -22449.3733 eV
HOMO-LUMO gap: 8.734 eV
SMILES: C=NC(=C)CCC.O.O.O.O.O.O.O
Charge: 0

***

2.
The following is a DFT calculation (ωB97M-V with the def2-TZVPD basis set) of a structure of composition C14H13B3BrClF7O6S at a distorted geometry.

XYZ file:
```
46
Properties=species:S:1:pos:R:3
O 0.416 3.724 -0.659
C -0.710 3.020 -0.655
C -1.105 2.130 0.647
B 0.101 1.108 0.972
O 0.628 0.199 -0.038
B 1.970 -0.237 0.315
C 3.112 -0.061 -0.829
C 2.316 0.002 -2.250
C 3.399 0.068 -3.454
Cl 4.313 -1.546 -3.590
O 2.210 -0.827 1.641
B 1.030 -0.422 2.388
S -0.074 -1.594 3.365
O -1.162 -2.047 2.397
O -0.743 -0.814 4.463
C 0.804 -3.102 4.031
F 1.578 -2.696 5.171
F 1.719 -3.550 3.045
C -0.228 -4.222 4.547
F -1.541 -3.705 4.804
F 0.227 -4.691 5.827
C -0.440 -5.454 3.536
F -1.094 -5.052 2.334
F -1.375 -6.336 4.177
F 0.717 -6.219 3.298
O 0.711 0.994 2.305
C -1.724 2.928 -1.869
C -3.285 2.876 -1.656
C -4.244 2.738 -2.891
C -3.654 2.658 -4.334
C -2.114 2.752 -4.542
C -1.155 2.880 -3.317
H -2.022 1.476 0.373
H -1.400 2.776 1.545
H 3.906 -0.880 -0.812
H 3.582 0.971 -0.681
H 1.604 0.897 -2.319
H 1.657 -0.942 -2.315
H 4.188 0.886 -3.248
H 2.914 0.257 -4.475
H -3.690 2.941 -0.594
H -5.384 2.675 -2.757
H -4.301 2.545 -5.274
H -1.660 2.709 -5.599
H -0.019 2.949 -3.452
Br 0.018 5.239 0.426
```

DFT total energy: -141463.7005 eV
HOMO-LUMO gap: 3.592 eV
Charge: -1